33
Properties=species:S:1:pos:R:3:mulliken_charge:R:1 method="wB97M-V/def2-TZVPD" energy_ev=-42559.66579 homo_lumo_gap_ev=3.46
C 3.55810 4.17600 1.54005 -0.55
C 4.74190 3.27740 1.16975 -0.80
H 3.23460 4.77850 0.68425 0.26
H 3.82110 4.86430 2.35075 0.27
H 2.69910 3.58310 1.87295 0.04
H 4.43560 2.48100 0.48265 0.23
H 5.53720 3.85060 0.68075 0.28
H 5.17250 2.80260 2.05805 0.26
C -2.83890 0.98800 -0.27645 0.22
C -4.04920 0.92170 -0.95695 -0.67
C -4.30020 -0.17710 -1.77725 -0.47
C -3.33230 -1.16860 -1.88685 -0.56
H -2.57790 1.81540 0.37935 0.14
H -4.77550 1.71930 -0.84125 0.40
H -5.23430 -0.26250 -2.32375 0.43
H -3.50850 -2.03090 -2.51965 0.27
N -1.90130 0.03220 -0.37965 -0.34
C -2.13420 -1.04320 -1.17575 0.86
C -1.05220 -2.03890 -1.22775 0.46
N 0.05330 -1.76400 -0.47375 0.14
C 1.07610 -2.64030 -0.48245 -0.03
C -0.06470 -4.10380 -1.99755 -0.42
C 1.05840 -3.81260 -1.22405 -0.66
H 1.92640 -2.37120 0.13375 0.40
H 1.91310 -4.47960 -1.19035 0.39
C -1.12410 -3.20560 -1.99445 -0.57
H -2.00870 -3.40850 -2.58685 0.29
H -0.11510 -5.01130 -2.59065 0.44
Mg 0.00000 0.00000 0.60285 0.54
I -0.21030 2.22790 1.89055 -0.56
S 0.00000 0.00000 5.53845 -0.39
C 0.00000 0.00000 3.91845 0.54
N 0.00000 0.00000 2.60285 -0.82